87
Properties=species:S:1:pos:R:3 method="wB97M-V/def2-TZVPD" total_charge=+1 e_homo_ha="-0.4052 / -0.3993" multiplicity=1 total_energy_ev=-212627.851 orbital_gap_ev="6.94 / 5.57" fmax_ha_per_bohr=0.069 lumo_energy_ev="-4.1 / -5.3"
V 3.96320 8.02660 20.10093
O 5.82529 8.91985 20.22167
N 6.95230 8.80010 19.50012
N 6.78007 8.29156 18.32520
O 5.62370 7.77900 17.97991
C 7.86959 8.06821 17.46540
C 9.12706 8.72342 17.61975
C 10.15893 8.44586 16.69356
C 9.99420 7.51512 15.62850
C 8.78539 6.82369 15.55282
C 7.68815 7.17793 16.38334
H 9.28348 9.39994 18.46137
H 11.16469 8.89690 16.81585
H 10.85502 7.31221 14.99053
H 8.69007 5.96304 14.84723
H 6.70079 6.76563 16.16883
C 1.85607 10.10651 24.92014
C 2.69448 8.85334 24.74860
N 3.18040 8.86824 23.36367
C 3.08340 9.86122 22.43917
N 3.17491 9.55424 21.16464
C 2.95375 10.60528 20.22030
C 3.59980 11.89029 20.70857
C 2.92384 12.23140 21.98686
N 2.97692 11.11401 22.91798
C 2.65171 11.32926 24.35021
H 1.64615 10.26663 25.97966
H 0.86390 10.03105 24.42822
H 2.15073 7.91033 24.93400
H 3.57199 8.88746 25.42897
H 3.18056 7.93613 22.93198
H 1.84801 10.64928 20.09977
H 3.42370 10.35549 19.23337
H 3.43079 12.69953 19.98677
H 4.71555 11.77647 20.88762
H 1.86391 12.52416 21.81210
H 3.33878 13.12852 22.45267
H 2.03475 12.24517 24.45327
H 3.60932 11.43996 24.89710
F -3.55418 7.36284 17.83233
C -2.22692 7.60216 17.97183
C -1.60174 8.42052 17.03653
F -2.27139 9.06482 16.04624
C -0.22086 8.54089 17.16480
F 0.38567 9.26031 16.23081
C 0.57630 7.87457 18.12982
Se 2.52287 8.11618 18.05694
C -0.14053 7.02709 18.98780
F 0.55226 6.30359 19.91807
C -1.53443 6.89143 18.95276
F -2.18321 5.92550 19.64973
C 3.72648 6.46945 20.90550
Ge 4.45580 4.72235 20.25109
C 3.73189 4.21486 18.51481
C 4.50890 4.40942 17.37732
C 4.08167 3.91451 16.16006
C 2.87339 3.17679 16.07052
C 2.05482 3.08727 17.19890
C 2.48805 3.57960 18.43179
C 4.03025 3.25470 21.50721
C 2.73905 3.19586 22.02761
C 2.34630 2.15430 22.85302
C 3.20179 1.08701 23.04782
C 4.52229 1.19327 22.61518
C 4.96453 2.25188 21.82107
C 6.40975 4.63943 20.22891
C 7.07645 5.32923 21.21870
C 8.45820 5.18917 21.40789
C 9.17668 4.30192 20.62460
C 8.50215 3.58609 19.65330
C 7.14069 3.71912 19.44955
H 2.96406 6.09869 21.62411
H 5.39278 5.05238 17.47865
H 4.73082 4.05565 15.30762
H 2.55238 2.77682 15.10883
H 1.08796 2.59642 17.13926
H 1.83324 3.49882 19.33036
H 2.10938 4.03750 21.71565
H 1.41278 2.18829 23.38767
H 2.89755 0.16317 23.55858
H 5.30687 0.47258 22.89788
H 5.99849 2.26995 21.49271
H 6.58613 6.07985 21.80455
H 8.95230 5.83505 22.20303
H 10.27234 4.22388 20.77250
H 9.06778 2.91077 19.01274
H 6.62659 3.16548 18.63922